C38H48CoGe2N4S2 as an isolated structure. Source: the OMol25 dataset; level of theory: ωB97M-V/def2-TZVPD.

```
95
C38H48CoGe2N4S2 | the OMol25 dataset | ωB97M-V/def2-TZVPD
Co 1.656 0.756 -0.250
C 1.210 -2.344 0.230
N 2.007 -1.520 -0.694
C 1.507 -1.665 -2.068
C 2.145 -0.632 -2.960
N 1.639 0.729 -2.654
C 2.641 1.716 -3.122
C 0.353 0.947 -3.306
C 0.320 1.104 -4.692
C -0.857 1.359 -5.371
C -2.041 1.481 -4.657
C -2.026 1.330 -3.283
C -0.848 1.035 -2.590
S -0.828 0.943 -0.807
C 3.418 -1.883 -0.614
C 3.803 -3.194 -0.885
C 5.130 -3.578 -0.810
C 6.088 -2.633 -0.460
C 5.712 -1.328 -0.194
C 4.372 -0.920 -0.267
S 3.949 0.752 0.069
H 1.165 -3.393 -0.088
H 0.200 -1.950 0.294
H 1.652 -2.296 1.223
H 0.430 -1.507 -2.055
H 1.695 -2.670 -2.462
H 1.961 -0.873 -4.011
H 3.224 -0.627 -2.799
H 2.199 2.710 -3.151
H 3.011 1.474 -4.124
H 3.478 1.708 -2.425
H 1.244 1.025 -5.254
H -0.843 1.482 -6.446
H -2.968 1.713 -5.164
H -2.937 1.466 -2.726
H 3.053 -3.932 -1.151
H 5.413 -4.602 -1.018
H 7.131 -2.917 -0.394
H 6.454 -0.586 0.078
C 1.401 -0.815 4.669
C 1.982 -0.111 3.437
Ge 0.746 0.551 2.023
C -0.019 2.263 2.745
C -0.517 2.229 4.196
C -0.890 -0.552 2.383
C -2.033 -0.912 1.782
Ge -2.467 -0.522 -0.103
C -4.130 0.492 -0.384
C -5.330 -0.266 -0.967
C -2.388 -2.038 -1.344
C -3.054 -3.334 -0.866
C -3.114 -1.627 2.552
C -3.046 -1.811 3.939
C -4.050 -2.471 4.631
C -5.165 -2.972 3.966
C -5.252 -2.804 2.596
C -4.239 -2.142 1.913
H 2.182 -1.066 5.393
H 0.909 -1.754 4.399
H 0.662 -0.199 5.188
H 2.693 -0.774 2.932
H 2.573 0.762 3.740
H -0.840 2.520 2.066
H 0.727 3.057 2.636
H -1.250 1.432 4.352
H -0.997 3.168 4.487
H 0.307 2.058 4.893
H -0.837 -0.873 3.427
H -3.856 1.289 -1.069
H -4.379 0.978 0.561
H -5.043 -0.918 -1.796
H -6.069 0.438 -1.355
H -5.840 -0.876 -0.223
H -1.339 -2.228 -1.550
H -2.834 -1.694 -2.282
H -2.693 -3.636 0.119
H -2.838 -4.148 -1.563
H -4.139 -3.243 -0.803
H -2.205 -1.428 4.502
H -3.961 -2.593 5.704
H -5.948 -3.483 4.512
H -6.104 -3.190 2.049
H -4.329 -2.048 0.844
N 0.112 6.449 -3.130
C 0.658 5.862 -2.308
C 1.341 5.111 -1.280
C 2.346 5.675 -0.507
C 2.947 4.892 0.458
C 2.544 3.576 0.600
N 1.595 3.016 -0.159
C 0.997 3.781 -1.067
H 2.642 6.704 -0.664
H 3.727 5.287 1.093
H 2.992 2.929 1.346
H 0.202 3.329 -1.650
```

Values from the calculation:
- HOMO (alpha / beta): -6.13 / -7.18 eV
- Total energy: -8028.8020 Ha
- Multiplicity: 4
- ΔE to the lowest compared entry with this formula, charge and spin: 0.0 kJ/mol

---

C38H48N2OS3Sb2SiW as an isolated structure at a distorted geometry. Source: the OMol25 dataset; level of theory: ωB97M-V/def2-TZVPD.

```
96
C38H48N2OS3Sb2SiW | the OMol25 dataset | ωB97M-V/def2-TZVPD
W 0.179 -0.628 -0.259
C -3.234 -2.377 2.013
Sb -1.518 -1.084 1.856
C -2.264 0.825 2.530
C -0.604 -1.848 3.704
C -0.499 -0.780 4.723
C -1.532 -0.607 5.640
C -1.495 0.423 6.561
C -0.430 1.309 6.565
C 0.606 1.142 5.665
C 0.596 0.093 4.748
C 1.755 -0.121 3.847
Sb 1.506 0.557 1.769
C 3.632 0.608 1.466
C 0.979 2.588 2.248
H -3.735 -2.520 1.064
H -3.918 -1.921 2.721
H -2.904 -3.339 2.397
H -1.883 1.031 3.531
H -3.350 0.813 2.571
H -1.933 1.608 1.846
H 0.356 -2.294 3.442
H -1.276 -2.637 4.037
H -2.358 -1.303 5.637
H -2.294 0.535 7.274
H -0.401 2.124 7.271
H 1.452 1.811 5.684
H 2.055 -1.170 3.813
H 2.606 0.477 4.174
H 4.052 1.357 2.130
H 3.906 0.836 0.440
H 4.041 -0.366 1.738
H 1.884 3.188 2.257
H 0.532 2.613 3.240
H 0.285 2.997 1.518
C -4.449 -4.627 -1.626
C -3.934 -3.242 -1.458
C -2.612 -2.924 -1.747
C -2.144 -1.616 -1.666
C -0.932 -1.256 -2.488
C -3.012 -0.590 -1.168
C -2.449 0.699 -0.910
O -1.220 0.828 -0.596
C -4.366 -0.908 -0.885
C -5.363 0.088 -0.379
C -4.793 -2.214 -1.063
H -3.768 -5.234 -2.213
H -5.418 -4.617 -2.120
H -4.586 -5.108 -0.657
H -1.951 -3.688 -2.131
H -0.803 -1.998 -3.279
H 0.080 -1.262 -1.947
H -1.061 -0.285 -2.972
H -3.074 1.589 -0.862
H -4.909 0.940 0.119
H -6.047 -0.397 0.317
H -5.961 0.455 -1.215
H -5.833 -2.442 -0.877
S 2.292 -5.970 -4.107
C 2.111 -5.284 -2.631
S 0.822 -4.128 -2.280
C 1.553 -3.893 -0.682
N 2.583 -4.620 -0.487
N 2.892 -5.400 -1.526
C 4.055 -6.204 -1.431
C 5.094 -5.742 -0.629
C 6.255 -6.482 -0.521
C 6.390 -7.677 -1.211
C 5.345 -8.142 -1.992
C 4.169 -7.419 -2.097
S 0.913 -2.805 0.492
H 4.980 -4.814 -0.091
H 7.060 -6.125 0.101
H 7.300 -8.250 -1.139
H 5.435 -9.077 -2.523
H 3.353 -7.817 -2.676
C 2.047 2.814 -0.989
Si 1.374 1.163 -1.711
C 0.423 1.784 -3.270
C 2.857 0.078 -2.253
C 3.204 -1.056 -1.519
C 4.290 -1.840 -1.859
C 5.085 -1.472 -2.934
C 4.766 -0.340 -3.668
C 3.651 0.414 -3.344
H 2.805 3.192 -1.671
H 2.509 2.738 -0.008
H 1.259 3.562 -0.939
H 0.887 2.700 -3.625
H -0.615 2.033 -3.052
H 0.442 1.082 -4.100
H 2.625 -1.301 -0.618
H 4.533 -2.717 -1.276
H 5.949 -2.062 -3.197
H 5.396 -0.031 -4.487
H 3.407 1.277 -3.944
```

Values from the calculation:
- HOMO (alpha / beta): -12.02 / -12.02 eV
- Total energy: -3692.5569 Ha
- Total charge: +2

---

C38H49BaBrNO2P2 as an isolated structure. Source: the OMol25 dataset; level of theory: ωB97M-V/def2-TZVPD.

```
94
C38H49BaBrNO2P2 | the OMol25 dataset | ωB97M-V/def2-TZVPD
Ba 0.723 -0.073 -0.491
C -4.183 0.125 -2.728
C -3.519 1.007 -1.665
C -4.361 2.221 -1.280
P -1.745 1.323 -2.151
C -1.804 1.968 -3.904
C -2.660 3.193 -4.238
C -0.368 2.057 -4.442
C -1.215 2.686 -1.052
C -0.794 3.955 -1.481
C -0.346 4.927 -0.604
C 0.098 6.285 -1.091
C -0.313 4.613 0.759
C -0.706 3.371 1.211
C -1.165 2.369 0.328
N -1.447 1.071 0.741
C -2.302 0.815 1.769
C -3.210 1.781 2.290
C -4.089 1.494 3.311
C -4.142 0.224 3.897
C -5.124 -0.094 5.002
C -3.282 -0.731 3.390
C -2.387 -0.479 2.344
P -1.269 -1.754 1.689
C -2.408 -3.193 1.246
C -2.944 -4.072 2.372
C -3.559 -2.646 0.395
C -0.388 -2.345 3.221
C 0.570 -3.481 2.841
C 0.386 -1.169 3.823
H -5.127 -0.281 -2.354
H -3.533 -0.714 -2.992
H -4.404 0.687 -3.639
H -3.395 0.399 -0.766
H -4.568 2.865 -2.136
H -3.852 2.817 -0.521
H -5.319 1.891 -0.867
H -2.253 1.108 -4.411
H -2.458 4.042 -3.584
H -3.720 2.956 -4.160
H -2.465 3.504 -5.269
H 0.205 2.865 -3.986
H -0.375 2.225 -5.523
H 0.159 1.118 -4.252
H -0.816 4.211 -2.532
H 0.065 6.346 -2.179
H 1.121 6.497 -0.771
H -0.543 7.074 -0.690
H 0.048 5.352 1.467
H -0.650 3.133 2.268
H -3.202 2.776 1.858
H -4.758 2.273 3.666
H -5.295 0.776 5.637
H -4.756 -0.907 5.630
H -6.091 -0.402 4.594
H -3.305 -1.718 3.844
H -1.773 -3.812 0.604
H -3.643 -3.527 3.010
H -2.147 -4.479 2.995
H -3.491 -4.913 1.935
H -4.242 -2.060 1.015
H -4.125 -3.462 -0.064
H -3.192 -1.998 -0.403
H -1.121 -2.704 3.948
H 1.322 -3.114 2.138
H 0.043 -4.313 2.371
H 1.085 -3.861 3.727
H 1.120 -0.791 3.104
H 0.927 -1.484 4.720
H -0.286 -0.354 4.094
Br 3.088 -0.609 -3.364
C 2.050 -1.821 -4.436
C 2.567 -2.139 -5.657
C 1.860 -3.027 -6.498
C 0.669 -3.553 -6.083
C 0.124 -3.224 -4.815
C -1.119 -3.763 -4.395
C -1.635 -3.412 -3.178
C -0.925 -2.516 -2.342
C 0.300 -1.954 -2.654
C 0.820 -2.327 -3.932
H 3.509 -1.713 -5.975
H 2.271 -3.280 -7.468
H 0.116 -4.235 -6.722
H -1.647 -4.444 -5.054
H -2.593 -3.818 -2.862
H -1.396 -2.233 -1.392
C 4.897 -1.904 1.321
O 4.529 -0.565 1.048
C 3.260 -0.453 0.507
O 2.945 0.727 0.287
H 4.973 -2.067 2.400
H 5.872 -2.117 0.878
H 4.165 -2.599 0.913
```

Values from the calculation:
- HOMO: -4.08 eV
- Total energy: -4964.9416 Ha
- Total charge: -1
- ΔE to the lowest compared entry with this formula, charge and spin: 0.0 kJ/mol